This record from the OMol25 dataset describes a cluster of 2 separate species, C6H10N2 in total at a distorted geometry. The level of theory is wB97M-V/def2-TZVPD.

Each line ends with the natural charge from an NBO analysis.
Geometry (Å):
C: 2.077 -0.716 1.353  -0.176
C: 0.901 -1.269 1.717  -0.276
C: -0.211 -0.388 1.677  0.034
N: -0.174 0.837 1.078  -0.437
C: 1.056 1.275 0.730  0.051
C: 2.232 0.549 0.887  -0.266
H: 3.063 -1.274 1.257  0.216
H: 0.783 -2.322 2.134  0.234
H: -1.213 -0.558 2.013  0.201
H: 1.157 2.309 0.384  0.194
H: 3.197 0.945 0.592  0.225
C: -1.706 -0.448 -2.243  -0.408
N: -1.658 0.940 -1.823  -0.845
H: -0.949 -1.042 -1.720  0.196
H: -2.765 -0.837 -1.818  0.154
H: -1.573 -0.447 -3.350  0.196
H: -2.540 1.608 -2.022  0.350
H: -1.677 0.839 -0.844  0.357

Output
2S+1 = 1
highest occupied orbital energy = -8.71 eV
gap between HOMO and LUMO = 9.660 eV
F_max = 4.6 eV Å⁻¹
E_LUMO = 0.035 hartree
SMILES string = c1ccncc1.CN
energy above the lowest of the compared OMol25 structures with the same formula, charge and spin = 40.70 kcal/mol

This record from the OMol25 dataset describes a cluster of 2 separate species, C20H11Cl6NO2P in total at a distorted geometry. The level of theory is wB97M-V/def2-TZVPD.

Each line ends with the natural charge from an NBO analysis.
Geometry (Å):
Cl: 0.533 -1.208 -3.357  0.075
C: -0.480 -0.718 -6.674  -0.227
Cl: -1.760 0.055 -5.878  0.011
C: 0.778 0.048 -6.814  0.421
O: 1.067 1.026 -6.112  -0.681
C: 1.648 -0.494 -7.889  -0.224
Cl: 2.847 0.573 -8.461  0.007
C: 1.454 -1.775 -8.402  -0.071
Cl: 2.344 -2.311 -9.764  0.012
C: 0.460 -2.630 -7.828  -0.209
Cl: 0.154 -4.191 -8.441  0.002
C: -0.408 -2.100 -6.834  -0.054
Cl: -1.387 -3.137 -5.857  0.019
C: -0.029 -1.221 3.710  -0.201
C: 0.442 -0.213 2.853  -0.215
C: 0.274 -0.316 1.466  -0.219
C: -0.373 -1.450 0.940  -0.348
P: -0.880 -1.490 -0.810  1.917
C: -1.582 0.161 -1.139  -0.341
C: -1.144 1.130 -2.046  -0.202
C: -1.805 2.354 -2.140  -0.209
C: -2.949 2.593 -1.375  -0.196
C: -3.431 1.599 -0.517  -0.209
C: -2.749 0.392 -0.400  -0.212
C: 0.754 -1.652 -1.664  -0.669
C: 1.350 -3.026 -1.678  0.275
N: 1.872 -4.057 -1.846  -0.287
O: -1.786 -2.621 -1.176  -1.057
C: -0.764 -2.506 1.775  -0.206
C: -0.580 -2.387 3.157  -0.213
H: 0.059 -1.121 4.799  0.216
H: 0.916 0.680 3.268  0.215
H: 0.637 0.488 0.815  0.225
H: -0.285 0.913 -2.672  0.250
H: -1.424 3.104 -2.830  0.229
H: -3.470 3.543 -1.457  0.212
H: -4.330 1.767 0.074  0.211
H: -3.143 -0.375 0.269  0.224
H: 1.449 -0.955 -1.174  0.264
H: -1.217 -3.402 1.334  0.250
H: -0.902 -3.211 3.797  0.216

Output
2S+1 = 1
highest occupied orbital energy = -3.69 eV
gap between HOMO and LUMO = 5.766 eV
F_max = 2.4 eV Å⁻¹
E_LUMO = 0.076 hartree
net charge = -1

This record from the OMol25 dataset describes a structure of composition C5H15N2 at a distorted geometry. The level of theory is wB97M-V/def2-TZVPD.

Each line ends with the natural charge from an NBO analysis.
Geometry (Å):
C: 1.856 -0.597 -1.402  -0.652
C: 1.098 -1.350 -0.262  -0.419
C: 0.199 -0.391 0.632  0.062
C: -0.603 0.754 0.097  -0.491
C: -1.925 0.411 -0.550  -0.208
N: -2.839 -0.223 0.445  -0.885
N: 2.024 1.223 0.993  -0.673
H: 2.735 -1.241 -1.558  0.243
H: 1.363 -0.505 -2.370  0.238
H: 0.293 -1.969 -0.602  0.275
H: 1.676 -1.978 0.397  0.248
H: 1.134 0.228 1.146  0.265
H: -0.215 -0.921 1.499  0.265
H: -0.615 1.588 0.789  0.243
H: -0.015 1.172 -0.731  0.234
H: -1.687 -0.203 -1.391  0.206
H: -2.392 1.268 -1.040  0.232
H: -3.139 -1.145 0.199  0.389
H: -3.499 0.393 0.916  0.397
H: 1.492 2.089 0.989  0.380
H: 2.798 1.291 1.651  0.404
H: 2.249 0.320 -1.013  0.247

Output
2S+1 = 1
highest occupied orbital energy = -13.00 eV
gap between HOMO and LUMO = 5.442 eV
F_max = 5.8 eV Å⁻¹
E_LUMO = -0.278 hartree
net charge = +1
energy above the lowest of the compared OMol25 structures with the same formula, charge and spin = 132.84 kcal/mol